(A)
{
  "formula": "C8H16N2",
  "method": "ωB97M-V with the def2-TZVPD basis set",
  "orbital_gap_ev": 9.03,
  "lumo_energy_ha": 0.0342,
  "spin_multiplicity": 1,
  "e_homo_ev": -8.10,
  "symbols": ["C", "N", "C", "C", "C", "C", "N", "C", "C", "C", "H", "H", "H", "H", "H", "H", "H", "H", "H", "H", "H", "H", "H", "H", "H", "H"],
  "coordinates": [[1.910, 0.974, -1.707], [0.832, 0.341, -0.881], [0.656, -1.126, -0.908], [0.079, -1.499, 0.462], [-1.376, -1.245, 0.708], [-1.840, 0.233, 0.539], [-2.160, 0.480, -0.874], [-0.672, 1.262, 0.933], [0.777, 0.724, 0.529], [0.988, -0.589, 1.306], [1.535, 0.940, -2.830], [2.905, 0.203, -1.677], [2.079, 2.016, -1.188], [1.501, -1.721, -1.179], [-0.116, -1.425, -1.572], [0.264, -2.617, 0.690], [-1.539, -1.634, 1.756], [-1.987, -1.843, -0.035], [-2.680, 0.381, 1.269], [-1.219, 0.759, -1.272], [-2.767, 1.251, -0.869], [-0.783, 2.280, 0.506], [-0.500, 1.576, 2.032], [1.389, 1.596, 0.723], [0.712, -0.516, 2.354], [2.012, -0.800, 1.185]]
}



(B)
{
  "formula": "C8H16N2",
  "method": "ωB97M-V with the def2-TZVPD basis set",
  "orbital_gap_ev": 9.32,
  "lumo_energy_ha": 0.0315,
  "spin_multiplicity": 1,
  "e_homo_ev": -8.46,
  "symbols": ["C", "C", "C", "C", "N", "C", "N", "H", "H", "H", "H", "H", "H", "H", "H", "C", "C", "C", "H", "H", "H", "H", "H", "H", "H", "H"],
  "coordinates": [[2.395, -0.008, -3.097], [1.170, 0.910, -3.085], [0.005, 0.421, -2.291], [-0.007, -0.266, -1.103], [-1.324, -0.477, -0.815], [-2.057, 0.063, -1.814], [-1.281, 0.627, -2.709], [3.317, 0.575, -3.084], [2.402, -0.700, -3.938], [2.481, -0.630, -2.200], [1.482, 1.867, -2.660], [0.856, 1.115, -4.103], [0.799, -0.562, -0.454], [-1.699, -0.856, 0.041], [-3.132, 0.082, -1.877], [0.110, -0.669, 4.041], [-0.143, -0.467, 2.547], [-1.341, 0.478, 2.280], [-0.667, -1.308, 4.459], [0.046, 0.287, 4.567], [1.092, -1.074, 4.266], [0.751, -0.114, 2.036], [-0.363, -1.457, 2.135], [-1.065, 1.266, 1.586], [-2.240, -0.090, 2.054], [-1.584, 0.989, 3.215]]
}



Which of them is the most stable? Correct choice: (B).



(A)
{
  "formula": "C4H9N",
  "method": "ωB97M-V with the def2-TZVPD basis set",
  "orbital_gap_ev": [1.82, 6.70],
  "lumo_energy_ha": [0.1162, 0.1115],
  "spin_multiplicity": 2,
  "e_homo_ev": [1.34, -3.67],
  "charge": -1,
  "symbols": ["C", "C", "H", "H", "H", "H", "C", "C", "N", "H", "H", "H", "H", "H"],
  "coordinates": [[-5.311, -0.068, 0.405], [-5.186, -0.529, 1.649], [-4.942, -0.665, -0.417], [-5.883, 0.837, 0.256], [-4.728, -1.490, 1.834], [-5.641, 0.006, 2.471], [4.711, 0.048, 0.206], [3.827, 0.511, -0.717], [3.414, -0.015, -1.926], [5.725, -0.233, -0.060], [4.656, 0.621, 1.134], [3.334, 1.467, -0.521], [2.672, 0.535, -2.360], [3.350, -1.026, -1.955]]
}



(B)
{
  "formula": "C4H9N",
  "method": "ωB97M-V with the def2-TZVPD basis set",
  "orbital_gap_ev": [2.55, 7.61],
  "lumo_energy_ha": [0.1486, 0.1441],
  "spin_multiplicity": 2,
  "e_homo_ev": [1.49, -3.69],
  "charge": -1,
  "symbols": ["C", "C", "C", "C", "N", "H", "H", "H", "H", "H", "H", "H", "H", "H"],
  "coordinates": [[-1.616, 1.112, -1.251], [-1.194, 0.826, 0.200], [0.227, 0.324, 0.255], [0.696, -0.917, 0.351], [1.976, -1.360, 0.510], [-1.370, 0.266, -1.901], [-2.673, 1.323, -1.423], [-1.022, 1.933, -1.655], [-1.839, 0.325, 0.921], [-1.259, 1.812, 0.690], [1.009, 1.048, 0.513], [-0.020, -1.716, 0.540], [2.772, -0.738, 0.498], [2.208, -2.252, 0.937]]
}



Which of them is the most stable? Correct choice: (B).



(A)
{
  "formula": "C8H6Cl2DyLaN2O3",
  "method": "ωB97M-V with the def2-TZVPD basis set",
  "orbital_gap_ev": [3.83, 3.88],
  "lumo_energy_ha": [-0.6350, -0.6334],
  "spin_multiplicity": 6,
  "e_homo_ev": [-21.11, -21.11],
  "charge": 4,
  "symbols": ["La", "Dy", "Cl", "Cl", "C", "C", "C", "O", "O", "O", "N", "C", "C", "C", "C", "C", "N", "H", "H", "H", "H", "H", "H"],
  "coordinates": [[-1.014, -0.415, -3.120], [-0.051, -0.191, 0.135], [-1.540, -2.375, -0.953], [-1.251, 1.812, -1.251], [1.184, 1.668, 0.883], [0.034, -2.242, -4.146], [0.133, 0.828, -4.649], [1.730, 2.611, 1.270], [0.328, -3.205, -4.724], [0.483, 1.542, -5.506], [0.211, -2.647, 1.946], [-0.879, -1.996, 2.462], [-1.638, -2.501, 3.545], [-2.719, -1.714, 3.969], [-3.063, -0.524, 3.344], [-2.310, -0.064, 2.260], [-1.181, -0.789, 1.919], [0.753, -2.379, 1.147], [0.483, -3.558, 2.373], [-1.317, -3.429, 3.987], [-3.294, -2.062, 4.817], [-3.897, 0.088, 3.662], [-2.484, 0.833, 1.674]]
}



(B)
{
  "formula": "C8H6Cl2DyLaN2O3",
  "method": "ωB97M-V with the def2-TZVPD basis set",
  "orbital_gap_ev": [4.17, 4.19],
  "lumo_energy_ha": [-0.6311, -0.6307],
  "spin_multiplicity": 6,
  "e_homo_ev": [-21.34, -21.35],
  "charge": 4,
  "symbols": ["La", "Dy", "Cl", "Cl", "C", "C", "C", "O", "O", "O", "N", "C", "C", "C", "C", "C", "N", "H", "H", "H", "H", "H", "H"],
  "coordinates": [[3.046, -1.231, -3.009], [-0.717, -1.663, 0.263], [1.532, 0.746, -3.503], [0.873, -3.369, 0.960], [-3.015, -1.672, 1.072], [2.243, -2.056, -4.997], [1.336, -2.805, -2.768], [-4.119, -1.664, 1.431], [1.554, -2.444, -5.854], [0.512, -3.626, -2.896], [-0.650, 1.920, -0.776], [-0.400, 1.663, 0.548], [-0.499, 2.601, 1.575], [-0.275, 2.193, 2.891], [0.022, 0.859, 3.159], [0.050, -0.062, 2.123], [-0.161, 0.346, 0.815], [-0.086, 1.425, -1.474], [-0.835, 2.891, -1.000], [-0.711, 3.633, 1.288], [-0.296, 2.924, 3.699], [0.198, 0.505, 4.178], [0.398, -1.114, 2.275]]
}



Which of them is the most stable? Correct choice: (B).



(A)
{
  "formula": "C20H21N3O5",
  "method": "ωB97M-V with the def2-TZVPD basis set",
  "orbital_gap_ev": 8.22,
  "lumo_energy_ha": 0.0116,
  "spin_multiplicity": 1,
  "e_homo_ev": -7.90,
  "symbols": ["C", "O", "C", "C", "C", "C", "C", "N", "N", "C", "O", "C", "C", "C", "C", "C", "C", "N", "C", "O", "C", "C", "C", "O", "C", "C", "O", "C", "H", "H", "H", "H", "H", "H", "H", "H", "H", "H", "H", "H", "H", "H", "H", "H", "H", "H", "H", "H", "H"],
  "coordinates": [[0.619, 3.723, 5.366], [0.960, 2.437, 5.834], [0.949, 1.350, 5.022], [1.313, 0.165, 5.661], [1.360, -1.041, 4.997], [1.038, -1.094, 3.644], [1.074, -2.340, 2.918], [0.761, -2.384, 1.683], [0.791, -3.545, 1.020], [0.545, -3.673, -0.321], [0.726, -4.748, -0.861], [0.084, -2.467, -1.051], [-0.748, -1.499, -0.496], [-1.160, -0.417, -1.252], [-0.748, -0.282, -2.572], [0.090, -1.254, -3.132], [0.487, -2.343, -2.379], [0.531, -1.062, -4.440], [0.066, -0.084, -5.256], [0.525, 0.111, -6.358], [-1.141, 0.688, -4.705], [-2.392, -0.088, -5.146], [-1.147, 2.109, -5.260], [-1.131, 0.808, -3.279], [0.675, 0.088, 2.991], [0.621, 1.303, 3.648], [0.261, 2.469, 3.021], [-0.103, 2.417, 1.663], [1.292, 4.057, 4.575], [0.724, 4.375, 6.233], [-0.410, 3.762, 5.005], [1.558, 0.231, 6.709], [1.644, -1.938, 5.526], [1.375, -3.237, 3.472], [1.106, -4.397, 1.495], [-1.089, -1.599, 0.521], [-1.807, 0.340, -0.838], [1.124, -3.101, -2.808], [1.261, -1.666, -4.797], [-2.386, -1.091, -4.723], [-2.416, -0.160, -6.230], [-3.283, 0.431, -4.800], [-0.310, 2.666, -4.848], [-1.048, 2.073, -6.340], [-2.072, 2.609, -4.988], [0.441, 0.013, 1.943], [-0.361, 3.441, 1.395], [0.723, 2.074, 1.034], [-0.972, 1.770, 1.505]]
}



(B)
{
  "formula": "C20H21N3O5",
  "method": "ωB97M-V with the def2-TZVPD basis set",
  "orbital_gap_ev": 5.22,
  "lumo_energy_ha": -0.0631,
  "spin_multiplicity": 1,
  "e_homo_ev": -6.94,
  "symbols": ["O", "N", "O", "C", "C", "C", "C", "C", "C", "N", "O", "O", "C", "H", "H", "H", "H", "H", "C", "C", "N", "C", "C", "C", "C", "C", "C", "C", "C", "C", "C", "C", "O", "H", "H", "H", "H", "H", "H", "H", "H", "H", "H", "H", "H", "H", "H", "H", "H"],
  "coordinates": [[2.965, -4.177, -1.324], [3.726, -3.186, -1.246], [4.914, -3.266, -0.848], [3.237, -1.899, -1.622], [4.099, -0.793, -1.523], [3.635, 0.468, -1.908], [2.328, 0.637, -2.375], [1.412, -0.463, -2.433], [0.040, -0.246, -2.785], [-0.810, -1.298, -2.997], [-1.908, -1.126, -3.618], [-0.516, -2.457, -2.566], [1.907, -1.740, -2.073], [5.106, -0.949, -1.138], [4.311, 1.319, -1.844], [1.964, 1.610, -2.703], [-0.285, 0.730, -3.152], [1.224, -2.580, -2.149], [1.751, 1.681, 4.386], [1.870, 0.933, 3.067], [0.545, 0.594, 2.524], [0.316, 0.707, 1.214], [-0.908, 0.395, 0.610], [-1.271, 0.861, -0.646], [-2.605, 0.682, -1.157], [-3.213, 1.655, -1.990], [-4.518, 1.487, -2.447], [-5.255, 0.347, -2.079], [-4.665, -0.624, -1.255], [-3.364, -0.461, -0.792], [-0.518, 0.172, 3.431], [0.063, 0.003, 4.824], [0.756, 1.179, 5.267], [2.706, 1.630, 4.932], [1.512, 2.739, 4.185], [2.377, 1.556, 2.325], [2.454, 0.008, 3.226], [1.149, 1.091, 0.611], [-1.626, -0.206, 1.187], [-0.627, 1.608, -1.117], [-2.626, 2.533, -2.276], [-4.965, 2.242, -3.098], [-6.276, 0.214, -2.438], [-5.222, -1.520, -0.974], [-2.889, -1.225, -0.173], [-1.339, 0.911, 3.460], [-0.940, -0.783, 3.093], [-0.743, -0.107, 5.565], [0.723, -0.886, 4.838]]
}



Which of them is the most stable? Correct choice: (A).



(A)
{
  "formula": "CH3NOP2S",
  "method": "ωB97M-V with the def2-TZVPD basis set",
  "orbital_gap_ev": [6.79, 7.15],
  "lumo_energy_ha": [-0.0406, -0.0378],
  "spin_multiplicity": 1,
  "e_homo_ev": [-7.89, -8.18],
  "symbols": ["C", "N", "O", "P", "P", "S", "H", "H", "H"],
  "coordinates": [[0.936, 0.082, -0.178], [1.660, 0.225, -1.254], [-1.025, 0.589, -1.673], [-0.367, 1.647, -0.443], [-0.679, -0.905, -2.214], [1.254, -0.745, -2.530], [1.685, -0.028, 0.631], [-1.386, 1.159, 0.615], [0.293, -0.736, 0.113]]
}



(B)
{
  "formula": "CH3NOP2S",
  "method": "ωB97M-V with the def2-TZVPD basis set",
  "orbital_gap_ev": 7.95,
  "lumo_energy_ha": -0.0251,
  "spin_multiplicity": 1,
  "e_homo_ev": -8.64,
  "symbols": ["C", "N", "S", "P", "O", "P", "H", "H", "H"],
  "coordinates": [[-1.094, 0.514, -0.800], [-0.736, 1.315, 0.101], [0.401, 1.571, 1.158], [1.853, 0.027, 1.179], [1.373, -0.703, -0.586], [-0.043, -0.913, -1.389], [-2.021, 0.707, -1.175], [1.118, -0.840, 2.075], [-0.851, -1.679, -0.564]]
}



Which of them is the most stable? Correct choice: (B).



(A)
{
  "formula": "C2H4OP2",
  "method": "ωB97M-V with the def2-TZVPD basis set",
  "orbital_gap_ev": [7.42, 7.42],
  "lumo_energy_ha": [-0.0330, -0.0330],
  "spin_multiplicity": 1,
  "e_homo_ev": [-8.32, -8.32],
  "symbols": ["C", "C", "O", "P", "P", "H", "H", "H", "H"],
  "coordinates": [[-1.712, 1.258, -0.780], [-1.647, 0.066, -0.599], [2.766, -0.151, 0.973], [1.234, 0.007, 0.132], [-1.075, -1.479, -0.048], [-1.632, 2.249, -1.118], [2.763, -0.623, 1.842], [0.494, 0.737, 1.029], [-1.190, -2.063, -1.431]]
}



(B)
{
  "formula": "C2H4OP2",
  "method": "ωB97M-V with the def2-TZVPD basis set",
  "orbital_gap_ev": 9.64,
  "lumo_energy_ha": 0.0196,
  "spin_multiplicity": 1,
  "e_homo_ev": -9.10,
  "symbols": ["C", "C", "P", "O", "P", "H", "H", "H", "H"],
  "coordinates": [[0.029, 1.444, 2.010], [0.344, 0.787, 1.048], [0.799, 0.147, -0.633], [-0.614, 0.554, -1.445], [0.400, -1.884, -0.117], [-0.325, 2.063, 2.792], [-0.436, 1.410, -1.955], [0.850, -2.615, -1.292], [-1.047, -1.907, -0.408]]
}



Which of them is the most stable? Correct choice: (B).